(1)
A cluster of 2 separate species, C4H10BrN3 in total. Source: OMol25; level of theory: the ωB97M-V functional and the def2-TZVPD basis.

Positions of all 18 atoms, in Å:
C (0.07138, 1.09453, -0.51942)
C (-0.85139, 1.39578, 0.68092)
C (-0.60879, -0.12340, -1.17348)
C (-1.36514, 0.00617, 1.01823)
N (-1.03371, -0.91000, -0.06290)
N (2.08943, -1.05583, -0.44228)
N (1.43392, -1.04884, 0.71891)
Br (1.29957, -2.71884, 1.39137)
H (0.10865, 1.86545, -1.29891)
H (0.99923, 0.78607, -0.12213)
H (-0.44885, 1.73862, 1.60418)
H (-1.67310, 2.10143, 0.53402)
H (-1.51885, 0.05175, -1.82414)
H (0.11685, -0.58164, -1.87376)
H (-1.02531, -0.49059, 1.88440)
H (-2.44407, 0.05053, 1.18322)
H (2.73760, -0.27251, -0.65030)
H (2.11258, -1.88867, -1.04793)

Results
energy relative to the best compared isomer or geometry (same formula, charge and spin)	2.000	eV
E_LUMO (alpha / beta)	0.1749 / 0.4954	eV
total energy	-78817.8902	eV
HOMO-LUMO gap (alpha / beta)	8.8 / 8.6	eV

These are the Mulliken partial charges, in e, on atoms 1 to 6: -0.445, -0.606, -0.433, -0.447, -0.397, -0.331



(2)
The molecule C4H10BrOP. Source: OMol25; level of theory: the ωB97M-V functional and the def2-TZVPD basis.

Positions of all 17 atoms, in Å:
O (-2.26398, -1.13451, -1.72551)
C (-1.27308, -0.21095, -1.28741)
C (-1.20308, -0.23357, 0.22862)
C (0.00037, 0.58169, 0.73327)
C (1.17223, -0.29742, 1.17268)
P (2.84651, 0.48260, 1.15996)
Br (3.10880, 0.63534, -1.06284)
H (-2.02085, -1.46539, -2.59771)
H (-0.28951, -0.46744, -1.69686)
H (-1.53086, 0.79694, -1.63158)
H (-1.10937, -1.27707, 0.53635)
H (-2.13285, 0.15397, 0.64527)
H (-0.30104, 1.21262, 1.57103)
H (0.33876, 1.26138, -0.05477)
H (1.01094, -0.68391, 2.18371)
H (1.25736, -1.16785, 0.51735)
H (2.38966, 1.81358, 1.30844)

Results
energy relative to the best compared isomer or geometry (same formula, charge and spin)	0.666	eV
E_LUMO	0.4616	eV
total energy	-85689.0820	eV
HOMO-LUMO gap	9.8	eV
SMILES	OCCCCPBr

These are the Mulliken partial charges, in e, on atoms 1 to 6: -0.518, -0.452, -0.622, -0.487, -0.910, 0.000



(3)
A cluster of 2 separate species, C4H10BrP in total. Source: OMol25; level of theory: the ωB97M-V functional and the def2-TZVPD basis.

Positions of all 16 atoms, in Å:
C (0.71162, -0.22200, 1.11050)
C (-0.73136, -1.31986, -0.66786)
C (0.80539, 0.53514, -1.11359)
C (-0.10634, -0.01864, -0.12974)
P (-1.48999, 1.23702, 0.12369)
Br (-2.55759, 0.46303, 1.98784)
H (0.99312, 0.80373, 1.32739)
H (0.03480, -0.53994, 2.01172)
H (1.48542, -0.94401, 1.13581)
H (0.24196, -1.86867, -0.87391)
H (-1.42750, -1.09627, -1.56249)
H (-1.29218, -1.80482, 0.12895)
H (1.11879, 1.61030, -0.87427)
H (1.62759, -0.07168, -1.45033)
H (0.23634, 0.77548, -2.09812)
H (0.34995, 2.46120, 0.94442)

Results
energy relative to the best compared isomer or geometry (same formula, charge and spin)	1.754	eV
multiplicity	3
E_LUMO (alpha / beta)	0.3339 / -2.3731	eV
total energy	-83636.9948	eV
HOMO-LUMO gap (alpha / beta)	7.9 / 7.3	eV
<S²>	2.00

These are the Mulliken partial charges, in e, on atoms 1 to 6: -1.190, -1.391, -1.416, 0.731, 0.194, -0.205



(4)
A cluster of 2 separate species, C4H10BrPS in total. Source: OMol25; level of theory: the ωB97M-V functional and the def2-TZVPD basis.

Positions of all 17 atoms, in Å:
C (0.08151, 0.30165, 3.24403)
P (-0.91480, -0.58780, 1.92860)
S (-1.83814, 1.13999, 1.09783)
Br (-2.48138, -1.12670, 3.50172)
H (0.53649, -0.56025, 3.87252)
H (0.87397, 0.80197, 2.58760)
H (-0.67068, 0.92386, 3.66163)
H (-0.84866, 1.94793, 1.56081)
C (0.77590, 0.96146, -2.74744)
C (0.17395, -0.19938, -2.74664)
C (0.65353, -1.35107, -2.03936)
H (1.79810, 1.21971, -2.51790)
H (0.31580, 1.83175, -3.09908)
H (-0.82237, -0.34853, -2.96622)
H (0.77028, -2.26006, -2.53713)
H (-0.05233, -1.51883, -1.17515)
H (1.64885, -1.17571, -1.62583)

Results
energy relative to the best compared isomer or geometry (same formula, charge and spin)	1.411	eV
E_LUMO	0.2231	eV
total energy	-94475.8706	eV
HOMO-LUMO gap	9.5	eV
SMILES	CP(S)Br.C=CC

These are the Mulliken partial charges, in e, on atoms 1 to 6: -1.237, 0.355, -0.209, -0.252, 0.362, 0.311



(5)
The molecule C4H10ClISi. Source: OMol25; level of theory: the ωB97M-V functional and the def2-TZVPD basis.

Positions of all 17 atoms, in Å:
C (0.97807, 0.99616, 2.25302)
C (-0.16037, 0.88003, 1.26724)
Si (0.23144, 0.71643, -0.57104)
Cl (2.18755, 1.24775, -0.99906)
I (-1.22001, 2.20052, -1.82539)
C (0.09853, -1.00491, -1.36873)
C (-1.26679, -1.67041, -1.54383)
H (1.32887, 0.02944, 2.55139)
H (1.98092, 1.53618, 1.79474)
H (0.73596, 1.43011, 3.23185)
H (-0.68259, 1.88312, 1.53317)
H (-0.88858, 0.15513, 1.75392)
H (0.75239, -0.90950, -2.28153)
H (0.79607, -1.74074, -0.92516)
H (-1.72818, -2.18640, -0.68945)
H (-1.84674, -1.03093, -2.00981)
H (-1.29653, -2.53198, -2.17132)

Results
energy relative to the best compared isomer or geometry (same formula, charge and spin)	0.236	eV
E_LUMO	0.6198	eV
total energy	-32812.7133	eV
HOMO-LUMO gap	10.4	eV
SMILES	CC[Si](Cl)(I)CC

These are the Mulliken partial charges, in e, on atoms 1 to 6: -1.193, -0.371, 0.581, -0.284, -0.162, -0.542



(6)
A structure of composition C4H10ClMg2O2. Source: OMol25; level of theory: the ωB97M-V functional and the def2-TZVPD basis.

Positions of all 19 atoms, in Å:
Mg (3.08365, 0.58991, 0.45474)
Mg (3.71170, -2.02307, 4.08438)
Cl (3.35648, -1.34157, 1.84707)
C (-2.24747, -0.79697, -1.72929)
O (-1.51705, 0.00298, -0.78467)
C (-0.83804, -0.68569, 0.19983)
C (0.05105, 0.25274, 1.01969)
O (1.13841, 0.87801, 0.28967)
C (0.64213, 1.86742, -0.68263)
H (-1.76154, -1.76416, -1.89871)
H (-2.29572, -0.19767, -2.63043)
H (-3.23430, -1.05613, -1.33820)
H (-0.23452, -1.53977, -0.16480)
H (-1.52964, -1.19549, 0.89298)
H (0.47637, -0.43576, 1.75601)
H (-0.51527, 1.04510, 1.50942)
H (1.51821, 2.38646, -1.10015)
H (0.03801, 2.63479, -0.20566)
H (0.15753, 1.37889, -1.51924)

Results
energy relative to the best compared isomer or geometry (same formula, charge and spin)	1.075	eV
E_LUMO	-15.3010	eV
charge	+3
total energy	-31786.2096	eV
HOMO-LUMO gap	2.6	eV

These are the Mulliken partial charges, in e, on atoms 1 to 6: 1.376, 1.559, -0.443, -0.722, -0.306, -0.552



(7)
The molecule C4H10ClN. Source: OMol25; level of theory: the ωB97M-V functional and the def2-TZVPD basis.

Positions of all 16 atoms, in Å:
C (-1.39754, -1.01159, 0.08335)
C (-0.36992, 0.10542, -0.27933)
C (-0.75383, 0.76775, -1.59980)
Cl (1.17521, -0.75309, -0.58877)
C (-0.11017, 1.10819, 0.84304)
N (0.30587, 0.47913, 2.10223)
H (-1.12442, -1.56695, 0.95971)
H (-1.48973, -1.67290, -0.78295)
H (-2.38222, -0.48579, 0.33348)
H (-0.83663, 0.00954, -2.38579)
H (-1.72763, 1.19671, -1.49715)
H (-0.07069, 1.56053, -1.84046)
H (0.63624, 1.79306, 0.44979)
H (-1.04104, 1.63906, 1.05600)
H (0.51282, 1.18777, 2.79642)
H (1.19239, -0.03097, 1.92082)

Results
energy relative to the best compared isomer or geometry (same formula, charge and spin)	0.000	eV
E_LUMO	0.9100	eV
total energy	-18323.0436	eV
HOMO-LUMO gap	10.5	eV
SMILES	CC(C)(Cl)CN

These are the Mulliken partial charges, in e, on atoms 1 to 6: -1.383, 1.030, -1.523, -0.225, -0.782, -0.559



(8)
The molecule C4H10ClN. Source: OMol25; level of theory: the ωB97M-V functional and the def2-TZVPD basis.

Positions of all 16 atoms, in Å:
C (-2.01433, -1.26168, 0.38181)
N (-1.80417, -0.12776, -0.52637)
C (-0.81845, 0.89797, -0.27520)
C (0.56316, 0.29331, -0.53680)
C (1.58988, 1.39337, -0.91904)
Cl (1.24613, -0.57969, 0.94799)
H (-3.06260, -1.48046, 0.21501)
H (-1.38524, -2.14392, 0.18550)
H (-1.83307, -0.97802, 1.47527)
H (-2.03136, -0.11538, -1.55974)
H (-1.03676, 1.74480, -0.93377)
H (-0.86776, 1.23645, 0.66929)
H (0.41943, -0.38281, -1.35693)
H (1.17522, 1.98605, -1.76911)
H (2.51540, 0.93828, -1.33555)
H (1.63013, 2.00625, 0.07417)

Results
energy relative to the best compared isomer or geometry (same formula, charge and spin)	1.384	eV
E_LUMO	1.0179	eV
total energy	-18321.6592	eV
HOMO-LUMO gap	9.3	eV
SMILES	CNC[C@@H](C)Cl

These are the Mulliken partial charges, in e, on atoms 1 to 6: -0.738, -0.282, -1.074, 0.230, -1.165, -0.217



no.,F_max (eV/Å)
1,2.81
2,0.22
3,5.66
4,3.60
5,5.11
6,1.74
7,2.08
8,3.78